1 | # H80O40

A cluster of 40 separate species, H80O40 in total (the ωB97M-V functional and the def2-TZVPD basis, the OMol25 dataset).

```
120
H80O40 (the ωB97M-V functional and the def2-TZVPD basis)
H 0.348 -0.578 2.760
H 0.293 -2.051 2.475
O 0.911 -1.354 2.478
H -1.228 0.810 -2.955
H -1.222 0.437 -1.485
O -1.772 0.907 -2.139
H 2.236 0.267 -1.983
H 2.684 -0.762 -3.051
O 2.584 -0.692 -2.060
H -2.156 -1.337 0.669
H -2.876 -1.417 1.948
O -2.016 -1.657 1.577
H 0.260 4.095 -2.332
H 0.547 3.397 -3.684
O 0.937 3.641 -2.862
H 1.971 -3.852 4.473
O 1.024 -4.153 4.198
H -3.370 2.773 -3.008
O -3.422 3.124 -3.936
H 2.500 -4.357 2.294
H 3.039 -2.810 2.219
O 2.995 -3.650 2.709
H 1.806 -5.616 -0.492
H 0.659 -5.818 -1.385
O 1.516 -5.421 -1.420
H 1.772 -4.503 -3.252
H 1.890 -3.456 -2.300
O 1.531 -3.565 -3.203
H 4.720 0.203 1.107
H 3.750 -0.233 2.118
O 4.652 -0.452 1.780
H -1.422 1.767 0.989
O -1.596 0.819 0.787
H 2.251 2.241 -0.811
H 1.130 2.264 -2.010
O 1.344 2.039 -1.090
H 2.502 -1.631 0.846
H 2.231 -1.689 -0.701
O 1.892 -1.369 0.112
H 0.564 0.612 -5.269
H 0.223 1.417 -4.087
O 0.835 0.674 -4.363
H -2.255 -0.475 3.020
H -1.438 -0.434 4.504
O -1.810 -0.017 3.710
H 0.687 -5.644 1.630
H 0.898 -4.403 0.889
O 1.441 -5.175 1.239
H -3.631 1.602 1.216
H -4.877 1.326 2.178
O -3.954 1.425 2.065
H 3.198 -0.543 4.555
O 2.323 -0.995 4.766
H 3.479 0.642 -4.432
H 4.512 -0.210 -4.739
O 3.564 -0.317 -4.716
H 1.122 0.363 5.708
O 1.090 1.368 5.921
H -2.822 -4.129 -1.955
H -3.270 -5.442 -2.794
O -3.466 -4.834 -2.072
H -3.023 3.529 -0.826
H -2.600 2.174 -1.230
O -3.239 2.584 -0.658
H -3.969 -1.974 -4.075
H -3.518 -0.687 -4.796
O -4.292 -1.236 -4.578
H 0.632 4.631 3.296
H -0.021 3.640 2.367
O 0.222 4.599 2.431
H -2.365 5.556 -0.314
H -3.330 5.630 -1.672
O -2.700 5.181 -1.156
H -4.576 -3.751 -0.682
H -4.063 -3.073 0.445
O -3.883 -3.025 -0.581
H 0.765 -3.211 -0.619
H -0.368 -2.402 0.139
O -0.071 -3.270 -0.135
H 0.015 2.553 0.134
H -1.455 2.981 0.456
O -0.487 3.148 0.684
H -2.834 5.278 1.208
H -1.746 5.918 2.150
O -2.133 5.952 1.302
H -2.058 2.138 6.426
H -1.384 1.253 5.218
O -1.619 1.323 6.141
H 4.126 -4.053 -1.266
O 4.113 -3.076 -1.590
H -1.961 -5.412 -0.341
H -0.540 -4.777 -0.774
O -1.006 -5.534 -0.450
H 1.956 -1.418 3.959
H 0.857 -3.196 4.091
H 0.202 1.643 5.848
H -4.287 2.760 -4.165
H -1.344 0.353 1.558
H 4.680 -3.055 -2.388
O 3.139 3.251 -4.938
H 3.101 2.561 -5.626
H 2.308 3.474 -4.593
O -4.853 0.132 -2.538
H -5.199 -0.520 -3.150
H -4.023 -0.328 -2.269
O 0.424 1.969 2.535
H 0.543 1.790 3.487
H 1.181 1.604 2.138
O 4.247 1.991 -0.426
H 4.498 2.797 -0.924
H 4.147 2.545 0.406
O -2.182 -1.989 -3.133
H -1.441 -2.660 -3.028
H -2.832 -2.223 -2.518
O 0.364 5.240 -0.513
H -0.342 5.920 -0.708
H 0.403 5.196 0.491
O 3.620 2.284 4.169
H 3.745 3.142 4.608
H 3.738 1.821 5.049
```

The gap between HOMO and LUMO comes out at 9.72 eV.

***

2 | # H80O40

A cluster of 40 separate species, H80O40 in total (the ωB97M-V functional and the def2-TZVPD basis, the OMol25 dataset).

```
120
H80O40 (the ωB97M-V functional and the def2-TZVPD basis)
H 6.010 -3.282 1.542
H 5.859 -3.734 -0.125
O 6.083 -3.037 0.536
H 2.838 3.255 2.223
H 2.100 3.492 3.419
O 1.971 3.659 2.464
H -2.832 1.439 -4.534
H -3.253 0.590 -5.554
O -2.673 1.385 -5.497
H -3.169 -0.036 -0.641
H -2.064 0.425 -1.712
O -2.913 0.694 -1.192
H 1.848 -1.187 0.762
H 2.212 -0.069 -0.252
O 1.417 -0.646 0.036
H -3.831 1.096 4.756
O -3.092 1.618 4.834
H 1.185 -1.310 4.237
O 1.945 -1.289 4.867
H 0.338 -2.195 1.482
H 1.132 -3.000 2.728
O 0.328 -2.342 2.451
H 4.656 3.490 1.812
H 4.716 2.073 2.175
O 4.932 2.967 2.645
H 0.331 1.916 -0.848
H -1.100 2.118 -1.101
O -0.358 1.558 -1.395
H -4.394 1.442 -2.128
H -5.469 2.392 -2.463
O -4.632 2.118 -2.751
H -3.783 3.615 -3.123
O -3.023 4.290 -3.141
H -0.917 -2.092 -5.890
H -1.374 -1.148 -4.717
O -0.704 -1.759 -4.952
H 3.358 0.979 -2.741
H 4.046 -0.498 -2.007
O 3.714 0.383 -1.939
H -2.839 -1.537 -2.982
H -3.736 -0.539 -2.378
O -3.529 -1.123 -3.114
H 4.132 1.614 -0.079
H 3.616 2.740 -0.721
O 3.719 2.376 0.165
H -2.284 3.754 3.987
H -2.926 4.990 3.638
O -2.525 4.648 4.430
H -0.811 2.442 -5.206
H -0.152 3.668 -4.419
O -0.194 2.728 -4.450
H -0.965 -4.033 0.203
O -1.718 -3.511 0.213
H 0.843 3.028 1.530
H -0.672 2.921 1.045
O 0.236 2.446 0.883
H 2.488 -2.890 -1.264
O 1.660 -3.288 -1.140
H -3.979 -1.559 0.811
H -3.343 -0.412 1.563
O -4.043 -0.582 1.040
H 1.094 3.306 -1.373
H 1.048 4.812 -1.186
O 1.417 4.116 -1.771
H -3.676 -1.497 3.883
H -4.684 -1.722 2.608
O -4.617 -1.700 3.598
H 3.196 -4.594 3.363
H 3.521 -3.286 3.797
O 3.925 -3.989 3.272
H -1.862 5.123 -0.785
H -2.029 3.897 -1.851
O -2.016 4.127 -0.843
H 1.992 -0.886 -4.253
H 2.654 -0.238 -5.415
O 2.545 -1.061 -4.926
H -0.196 5.615 -0.588
H 0.466 6.791 0.332
O -0.257 6.666 -0.214
H -0.890 -0.979 3.553
H -1.524 -2.191 3.088
O -1.851 -1.416 3.446
H 0.366 1.103 -3.010
H 0.563 0.346 -4.298
O 0.793 0.228 -3.321
H -0.314 -1.405 -2.089
H -0.463 -2.249 -3.340
O -0.846 -2.191 -2.413
H 1.949 -4.787 0.385
O 2.529 -4.797 1.114
H 3.599 -1.207 2.949
H 5.069 -1.750 3.019
O 4.548 -0.895 2.968
H -1.699 -3.470 -0.718
H -2.360 0.961 5.036
H 1.094 -2.607 -0.726
H 2.307 -0.458 4.512
H -3.023 4.331 -4.112
H 3.155 -5.608 0.935
O -4.523 -4.070 0.654
H -3.565 -3.634 0.680
H -4.059 -4.717 1.273
O -0.819 -0.178 1.201
H -1.547 0.088 0.686
H 0.021 0.480 0.741
O 3.969 -2.038 -2.654
H 3.328 -2.767 -2.775
H 3.979 -1.608 -3.572
O -2.251 -4.546 3.040
H -2.350 -3.778 2.384
H -3.096 -4.980 3.271
O -1.081 -6.554 1.062
H -0.295 -6.251 0.578
H -1.080 -6.111 1.933
O 6.256 0.359 0.707
H 6.586 -0.607 0.599
H 5.428 0.368 1.053
O -4.595 4.998 0.766
H -4.514 4.051 0.622
H -3.817 5.345 0.339
```

The gap between HOMO and LUMO comes out at 9.87 eV.

***

3 | # H80O40

A cluster of 40 separate species, H80O40 in total (the ωB97M-V functional and the def2-TZVPD basis, the OMol25 dataset).

```
120
H80O40 (the ωB97M-V functional and the def2-TZVPD basis)
H 1.596 6.374 -0.803
H 0.401 6.555 -1.681
O 1.370 6.458 -1.727
H -1.101 -4.802 3.747
H 0.280 -5.256 3.742
O -0.591 -5.524 4.113
H -3.640 3.595 1.362
H -2.750 2.423 1.685
O -3.480 2.669 1.061
H 1.667 0.764 0.677
H 0.807 -0.172 1.313
O 1.750 -0.139 1.111
H 0.544 1.624 -5.558
H 1.481 1.910 -6.635
O 0.779 1.214 -6.421
H 1.438 -0.597 4.772
O 1.010 -0.576 3.933
H -0.108 -3.894 5.209
O -0.052 -3.001 4.773
H 5.720 -0.434 -2.437
H 5.496 0.260 -1.015
O 5.399 -0.547 -1.518
H -1.085 0.599 -4.299
H -0.692 2.082 -4.117
O -1.254 1.464 -4.631
H 2.840 4.543 -1.073
H 3.760 3.605 -0.073
O 3.598 4.007 -0.921
H -2.207 -0.674 1.452
H -1.339 -1.215 2.546
O -1.792 -0.378 2.245
H -4.070 -0.721 -0.975
O -3.177 -0.505 -1.139
H 2.905 1.936 2.647
H 3.447 0.413 2.531
O 3.585 1.336 2.877
H -0.600 5.273 0.935
H 0.673 6.126 1.334
O 0.095 5.836 0.603
H 0.064 4.422 -1.607
H -0.756 5.193 -2.845
O -0.622 4.417 -2.326
H -4.711 -2.550 4.076
H -5.353 -1.914 2.739
O -5.009 -2.760 3.180
H -3.683 -0.722 -4.705
H -3.933 -0.829 -3.195
O -3.368 -1.193 -3.896
H -1.327 -1.754 -4.065
H -0.398 -2.458 -3.069
O -0.934 -1.703 -3.194
H -1.288 -0.588 -0.060
O -0.464 -0.993 -0.416
H -6.198 2.719 -1.240
H -4.719 2.289 -1.172
O -5.606 1.980 -1.410
H -4.096 0.214 4.619
O -3.806 -0.164 5.433
H -0.043 0.188 5.812
H -0.467 -1.084 5.657
O -0.932 -0.289 5.931
H -5.671 1.183 2.197
H -5.708 0.645 0.865
O -5.555 0.291 1.754
H 0.399 2.695 -1.758
H 0.909 1.834 -0.548
O 0.110 2.184 -1.034
H 5.160 -2.193 0.064
H 4.308 -3.689 0.328
O 4.492 -2.759 0.547
H 0.497 2.029 -2.938
H 0.658 3.458 -3.433
O 1.046 2.536 -3.615
H 3.090 -3.271 -3.658
H 4.220 -4.211 -3.313
O 3.435 -3.751 -2.938
H 3.873 0.808 -0.456
H 2.923 1.906 -0.948
O 3.332 1.551 -0.164
H 3.322 2.231 -2.764
H 4.444 2.645 -1.865
O 4.292 2.161 -2.693
H -0.673 -3.650 -0.933
H -1.491 -3.395 -2.004
O -1.617 -3.448 -1.060
H 2.427 -1.557 -4.359
H 2.467 -1.649 -2.747
O 1.988 -1.901 -3.575
H -4.019 1.654 -5.039
O -4.063 1.045 -4.211
H -2.302 -3.070 1.923
H -2.743 -4.458 2.749
O -2.123 -3.786 2.534
H -0.802 -1.498 -1.228
H 1.568 0.008 3.407
H -2.839 -0.114 5.427
H 0.825 -2.753 4.612
H -2.845 -1.106 -1.790
H -3.247 1.422 -3.811
O -0.233 -4.340 -3.990
H 0.700 -4.278 -3.938
H -0.607 -5.083 -4.440
O 0.075 2.220 3.699
H -0.043 1.265 3.593
H -0.686 2.692 3.396
O 3.398 -0.333 5.797
H 3.921 0.016 5.079
H 3.304 -1.312 5.903
O 0.730 0.398 -2.244
H 0.342 -0.134 -2.997
H 0.341 0.037 -1.423
O -0.352 3.122 1.098
H -0.940 3.269 0.335
H -0.567 2.164 1.124
O 1.854 -3.698 0.174
H 1.291 -3.796 0.949
H 2.494 -4.390 0.199
O 2.474 -3.553 2.622
H 3.034 -2.867 2.226
H 2.134 -2.929 3.348
```

The gap between HOMO and LUMO comes out at 9.63 eV.

***

4 | # H80O40

A cluster of 40 separate species, H80O40 in total (the ωB97M-V functional and the def2-TZVPD basis, the OMol25 dataset).

```
120
H80O40 (the ωB97M-V functional and the def2-TZVPD basis)
H 2.045 5.129 -1.872
H 0.620 5.577 -2.219
O 1.294 5.626 -1.532
H -0.647 -1.836 2.195
H 0.497 -2.621 2.917
O -0.061 -2.589 2.129
H 0.338 -2.196 -6.328
H -0.918 -2.699 -5.516
O -0.015 -2.883 -5.766
H -0.039 1.176 -3.221
H 0.373 2.536 -2.711
O 0.012 2.107 -3.460
H 2.907 -1.985 -1.740
H 3.472 -3.282 -1.806
O 2.936 -2.701 -2.356
H 2.313 -1.369 0.579
O 2.472 -0.620 1.132
H -2.776 -4.708 -3.562
O -2.850 -5.578 -3.178
H 2.477 1.521 -1.567
H 2.030 0.669 -0.277
O 2.364 0.639 -1.181
H 3.171 -2.763 2.750
H 2.044 -1.900 2.700
O 2.763 -2.075 3.335
H -2.235 4.262 -0.257
H -3.014 3.761 1.126
O -2.627 3.570 0.283
H 0.777 -3.212 -2.541
H 0.388 -3.194 -3.914
O -0.008 -2.894 -3.073
H -1.571 3.501 4.035
O -1.700 3.813 3.136
H 2.639 1.585 -3.387
H 1.696 2.673 -3.884
O 2.567 2.508 -3.606
H -4.620 -1.911 4.653
H -4.783 -0.757 3.630
O -4.374 -1.004 4.451
H -0.615 -0.459 6.464
H -1.656 0.553 5.930
O -0.766 0.453 6.256
H 1.498 2.555 1.244
H 2.006 3.999 1.367
O 2.167 3.190 0.989
H -4.066 1.677 2.065
H -4.531 0.795 0.820
O -4.622 0.943 1.800
H -3.920 1.809 -0.480
H -4.198 0.983 -1.633
O -4.653 1.265 -0.826
H 0.723 -5.614 2.033
O 0.680 -5.953 2.921
H -2.296 -2.627 -0.606
H -0.735 -2.470 -0.111
O -1.362 -2.427 -0.838
H 3.286 2.620 2.322
O 3.619 2.073 3.033
H 0.794 1.703 3.369
H 0.570 2.215 4.753
O 0.421 2.462 3.835
H -1.996 -1.599 4.450
H -2.161 -2.819 5.375
O -1.920 -1.887 5.368
H 2.727 -3.405 0.595
H 1.289 -3.356 0.608
O 1.999 -3.534 -0.013
H -0.880 1.824 0.008
H -0.953 2.083 1.588
O -0.861 1.446 0.887
H 3.987 -0.212 -0.607
H 5.351 -0.474 -0.938
O 4.656 -0.926 -0.410
H -1.489 -0.031 -5.998
H -0.666 -0.701 -4.785
O -0.767 -0.520 -5.721
H 4.264 -0.889 3.281
H 4.837 -1.114 1.839
O 4.688 -0.448 2.518
H 5.631 1.723 -2.967
H 4.733 1.048 -1.877
O 5.214 0.899 -2.703
H -2.748 -1.000 0.866
H -4.220 -1.112 1.130
O -3.596 -1.270 0.412
H 0.755 1.420 -5.559
H 1.823 0.733 -6.194
O 1.367 1.582 -6.289
H 5.118 3.407 -0.616
O 4.460 2.711 -0.727
H -5.158 0.042 -2.416
H -5.119 -1.358 -1.913
O -5.706 -0.753 -2.382
H -0.211 -6.127 3.189
H 3.327 -0.254 1.380
H 4.268 1.376 2.959
H -1.993 -5.575 -2.726
H -2.572 3.713 2.775
H 3.677 3.057 -0.270
O -1.810 -0.661 2.139
H -2.686 -0.240 2.211
H -1.152 0.008 1.777
O -0.527 -0.040 -1.736
H 0.413 -0.113 -1.536
H -0.988 -0.908 -1.607
O -0.299 5.412 0.041
H 0.252 5.803 -0.632
H 0.252 5.275 0.801
O -3.797 1.779 -3.600
H -4.230 1.956 -4.431
H -3.872 2.585 -3.077
O -2.565 -1.717 -3.391
H -2.375 -2.025 -2.501
H -3.401 -1.987 -3.669
O 3.892 -4.102 1.951
H 4.788 -4.257 2.283
H 3.492 -4.979 2.020
O -2.651 1.820 4.723
H -3.391 1.830 5.328
H -2.804 1.242 3.987
```

The gap between HOMO and LUMO comes out at 9.77 eV.

***

Which of them is most stable? Easy: 4.